Density functional theory data (ωB97M-V/def2-TZVPD) for a structure of composition C5H12O3Zn.

The geometry in XYZ format:
```
21
C5H12O3Zn | OMol25 | ωB97M-V/def2-TZVPD
O 2.46528 -0.15750 -0.40094
C 2.28011 1.05054 -1.04989
C 0.84462 1.54404 -0.91393
O -0.00864 0.47499 -1.33854
C -1.35082 0.47041 -0.88492
C -1.45719 0.09204 0.57870
O -0.68135 -1.08366 0.77760
C -0.83048 -1.67459 2.05979
H 2.51199 0.97467 -2.13426
H 2.93217 1.85179 -0.64726
H 0.64411 2.42606 -1.54044
H 0.63683 1.78768 0.14004
H -1.86095 -0.28562 -1.49667
H -1.81097 1.45378 -1.05334
H -2.50864 -0.11061 0.83190
H -1.08415 0.88689 1.24323
H -0.00157 -2.37858 2.19296
H -0.79699 -0.90233 2.84190
H -1.78655 -2.21405 2.11079
H 0.93658 -2.91846 -0.85484
Zn 0.92662 -1.28747 -0.46188
```

## Properties
HOMO-LUMO gap in eV: 8.81
Net charge: 0
LUMO level in eV: 0.501